Record 1
ORCA calculation (the ωB97M-V functional and the def2-TZVPD basis) on a cluster of 9 separate species, C60H70B2N2O6P in total in a non-equilibrium geometry.

XYZ file:
```
141
Properties=species:S:1:pos:R:3:lowdin_charge:R:1
C 5.55 -1.35 -0.81 -0.09
C 6.11 0.06 -0.84 -0.23
C 5.41 1.06 -1.76 -0.17
C 4.24 1.80 -1.12 -0.12
O 3.55 0.97 -0.16 -0.02
C 2.26 0.71 -0.38 -0.20
C 1.41 0.97 0.67 0.01
N 0.10 0.72 0.62 -0.10
P -0.78 1.15 2.17 0.98
C -2.10 2.18 1.50 -0.19
O -1.58 -0.21 2.51 -0.27
C -0.48 0.20 -0.50 -0.05
B -2.04 -0.19 -0.56 -0.51
C -3.05 0.62 -1.43 0.02
O -2.39 -1.32 0.12 0.13
C 0.32 -0.08 -1.60 0.04
B -0.22 -0.72 -2.98 -0.61
N -0.86 0.02 -4.00 0.23
O 0.05 -2.05 -3.19 0.17
C 1.71 0.17 -1.54 0.03
C 2.52 -0.12 -2.78 -0.48
O 2.62 0.75 -3.60 0.18
O 3.11 -1.30 -2.90 0.15
H 5.76 -1.90 -1.72 0.07
H 4.46 -1.34 -0.70 0.05
H 5.93 -1.90 0.04 0.08
H 6.12 0.45 0.18 0.11
H 7.15 0.01 -1.16 0.10
H 5.13 0.63 -2.73 0.10
H 6.15 1.83 -1.99 0.12
H 3.51 2.12 -1.85 0.11
H 4.64 2.70 -0.64 0.13
H 1.79 1.40 1.58 0.13
H -2.33 2.89 2.29 0.05
H -1.77 2.66 0.58 0.05
H -3.01 1.60 1.33 0.03
H -1.10 -0.76 3.16 0.02
H -3.49 -0.02 -2.20 0.09
H -2.60 1.47 -1.94 0.07
H -3.88 0.98 -0.82 0.07
H -2.88 -1.20 0.94 0.10
H -0.82 1.02 -3.91 0.09
H -1.81 -0.27 -4.22 0.10
H 0.03 -2.59 -2.39 0.07
H 2.53 -2.04 -2.66 0.12
C -0.80 2.44 6.88 -0.08
C -0.92 1.60 7.98 -0.08
C -1.74 0.48 7.91 -0.08
C -2.47 0.22 6.76 -0.10
C -2.36 1.07 5.67 -0.12
C -1.52 2.16 5.73 -0.12
H -0.14 3.30 6.92 0.10
H -0.36 1.80 8.88 0.11
H -1.81 -0.20 8.76 0.11
H -3.11 -0.65 6.70 0.11
H -2.92 0.85 4.76 0.09
H -1.41 2.80 4.86 0.08
C 4.92 -6.47 -3.22 -0.09
C 3.67 -6.90 -2.82 -0.09
C 2.55 -6.12 -3.08 -0.10
C 2.69 -4.90 -3.74 -0.10
C 3.95 -4.47 -4.14 -0.10
C 5.07 -5.26 -3.87 -0.09
H 5.79 -7.08 -3.01 0.10
H 3.55 -7.85 -2.32 0.10
H 1.57 -6.45 -2.78 0.08
H 1.82 -4.29 -3.95 0.10
H 4.06 -3.53 -4.66 0.10
H 6.05 -4.92 -4.18 0.10
C 1.51 4.90 -3.53 -0.08
C 1.49 6.25 -3.20 -0.08
C 0.84 6.69 -2.06 -0.08
C 0.21 5.77 -1.22 -0.09
C 0.23 4.42 -1.55 -0.10
C 0.88 3.99 -2.70 -0.10
H 2.01 4.56 -4.42 0.11
H 1.98 6.97 -3.85 0.11
H 0.82 7.74 -1.81 0.11
H -0.30 6.11 -0.33 0.10
H -0.27 3.70 -0.90 0.07
H 0.88 2.93 -2.95 0.08
C -8.35 1.49 1.31 -0.09
C -7.97 0.50 0.41 -0.08
C -6.70 -0.04 0.47 -0.09
C -5.81 0.41 1.44 -0.11
C -6.19 1.40 2.33 -0.09
C -7.46 1.95 2.27 -0.09
H -9.35 1.91 1.25 0.11
H -8.67 0.15 -0.34 0.11
H -6.40 -0.81 -0.23 0.10
H -4.81 -0.01 1.49 0.08
H -5.49 1.75 3.09 0.10
H -7.75 2.72 2.96 0.10
C 0.61 -3.58 2.97 -0.08
C 0.55 -2.31 3.54 -0.12
C -0.10 -2.13 4.75 -0.11
C -0.68 -3.20 5.40 -0.07
C -0.62 -4.47 4.84 -0.07
C 0.03 -4.66 3.62 -0.07
H 1.12 -3.73 2.03 0.10
H 1.02 -1.47 3.04 0.09
H -0.15 -1.13 5.19 0.10
H -1.19 -3.06 6.35 0.11
H -1.07 -5.31 5.34 0.11
H 0.07 -5.64 3.18 0.11
C 10.03 -1.91 -4.38 -0.09
C 10.82 -0.76 -4.32 -0.09
C 10.22 0.49 -4.27 -0.09
C 8.84 0.60 -4.27 -0.10
C 8.05 -0.54 -4.33 -0.11
C 8.65 -1.80 -4.39 -0.10
H 10.50 -2.88 -4.43 0.10
H 11.89 -0.85 -4.31 0.10
H 10.83 1.38 -4.22 0.10
H 8.37 1.58 -4.23 0.10
H 6.97 -0.46 -4.34 0.09
H 8.03 -2.69 -4.44 0.09
C -0.53 -6.47 -0.89 -0.09
C -0.04 -5.18 -0.74 -0.10
C -0.92 -4.11 -0.63 -0.11
C -2.29 -4.32 -0.67 -0.08
C -2.78 -5.61 -0.82 -0.07
C -1.90 -6.68 -0.94 -0.07
H 0.15 -7.30 -0.98 0.10
H 1.03 -5.01 -0.69 0.10
H -0.54 -3.11 -0.49 0.08
H -2.96 -3.48 -0.57 0.09
H -3.85 -5.78 -0.84 0.11
H -2.29 -7.68 -1.06 0.11
C -8.93 7.74 2.65 -0.09
C -9.81 6.67 2.66 -0.09
C -9.46 5.48 2.04 -0.10
C -8.23 5.36 1.42 -0.11
C -7.34 6.43 1.42 -0.10
C -7.70 7.62 2.03 -0.10
H -9.21 8.67 3.14 0.10
H -10.78 6.76 3.14 0.10
H -10.15 4.65 2.03 0.10
H -7.95 4.43 0.93 0.08
H -6.38 6.33 0.93 0.10
H -7.01 8.46 2.03 0.10
```

Output
Highest occupied orbital energy, Eh: -0.3963
2S+1: 1
Charge: +1
LUMO energy, eV: -3.661

Record 2
ORCA calculation (the ωB97M-V functional and the def2-TZVPD basis) on a cluster of 12 separate species, C60H72N12O12 in total in a non-equilibrium geometry.

XYZ file:
```
156
Properties=species:S:1:pos:R:3:lowdin_charge:R:1
O -3.00 -4.42 -4.18 0.06
N -1.97 -4.71 -3.59 -0.33
O -1.93 -5.29 -2.53 0.07
C -0.71 -4.24 -4.19 -0.13
C -0.72 -3.32 -5.23 -0.03
C 0.46 -2.71 -5.52 -0.06
C 1.62 -3.04 -4.81 -0.07
C 1.64 -4.05 -3.85 -0.06
C 0.45 -4.69 -3.53 0.01
H -1.61 -2.94 -5.71 0.11
H 0.50 -1.94 -6.29 0.11
H 2.53 -2.50 -5.00 0.09
H 2.58 -4.38 -3.39 0.11
H 0.34 -5.43 -2.78 0.09
O -2.06 2.35 -1.57 0.09
N -1.74 3.13 -0.73 -0.37
O -2.22 3.23 0.36 0.09
C -0.55 4.00 -1.00 -0.12
C -0.13 4.18 -2.33 0.00
C 1.05 4.89 -2.61 -0.07
C 1.85 5.34 -1.56 -0.08
C 1.33 5.27 -0.28 -0.07
C 0.18 4.56 0.05 0.00
H -0.73 3.82 -3.17 0.12
H 1.33 5.14 -3.62 0.10
H 2.79 5.87 -1.72 0.12
H 1.93 5.74 0.51 0.09
H -0.18 4.49 1.11 0.11
O 4.02 -6.66 -0.76 0.09
N 3.05 -5.96 -0.71 -0.33
O 1.96 -6.27 -1.17 0.05
C 3.18 -4.58 -0.02 -0.12
C 4.42 -4.13 0.33 -0.02
C 4.51 -2.90 0.99 -0.09
C 3.42 -2.15 1.37 -0.05
C 2.16 -2.69 1.05 -0.06
C 2.02 -3.91 0.38 0.01
H 5.32 -4.60 0.00 0.12
H 5.50 -2.51 1.17 0.09
H 3.49 -1.14 1.69 0.07
H 1.25 -2.14 1.19 0.07
H 1.04 -4.22 0.04 0.12
O -0.23 5.65 3.06 0.04
N -1.30 6.17 2.84 -0.35
O -1.42 7.24 2.31 0.10
C -2.50 5.53 3.46 -0.12
C -2.50 4.18 3.69 -0.03
C -3.61 3.64 4.21 -0.08
C -4.70 4.41 4.67 -0.03
C -4.65 5.80 4.45 -0.07
C -3.56 6.35 3.85 -0.02
H -1.65 3.52 3.47 0.13
H -3.69 2.59 4.41 0.09
H -5.59 3.98 5.11 0.10
H -5.47 6.42 4.77 0.10
H -3.54 7.41 3.69 0.12
O -3.99 -2.16 -2.49 0.06
N -3.60 -1.58 -3.48 -0.32
O -2.43 -1.48 -3.79 0.05
C -4.62 -0.97 -4.40 -0.10
C -5.86 -0.58 -3.89 -0.01
C -6.80 -0.09 -4.78 -0.07
C -6.52 0.14 -6.14 -0.05
C -5.27 -0.31 -6.59 -0.08
C -4.29 -0.84 -5.77 0.01
H -6.10 -0.69 -2.81 0.09
H -7.75 0.22 -4.40 0.10
H -7.26 0.54 -6.82 0.11
H -5.15 -0.23 -7.66 0.10
H -3.37 -1.09 -6.21 0.09
O 0.97 1.74 2.52 0.06
N 1.62 1.42 1.54 -0.33
O 2.75 1.74 1.33 0.07
C 1.05 0.47 0.57 -0.16
C 1.70 0.16 -0.60 0.01
C 1.15 -0.75 -1.54 -0.05
C -0.04 -1.34 -1.24 -0.05
C -0.70 -1.12 0.00 -0.03
C -0.18 -0.12 0.85 0.00
H 2.61 0.66 -0.89 0.10
H 1.63 -0.92 -2.50 0.10
H -0.42 -2.13 -1.87 0.10
H -1.58 -1.71 0.17 0.08
H -0.70 0.20 1.76 0.09
C 4.68 3.80 5.42 -0.11
C 3.36 3.41 4.82 -0.26
C 2.63 4.57 4.10 -0.19
C 3.42 5.11 3.01 -0.22
N 4.12 5.57 2.22 0.17
H 4.40 4.24 6.36 0.07
H 5.18 4.57 4.89 0.06
H 5.33 2.94 5.69 0.09
H 2.61 3.01 5.52 0.11
H 3.50 2.69 3.99 0.10
H 2.46 5.35 4.85 0.13
H 1.61 4.32 3.80 0.08
C 4.85 2.75 -1.63 -0.09
C 4.89 3.39 -0.25 -0.26
C 5.99 2.71 0.59 -0.16
C 5.80 1.25 0.79 -0.18
N 5.65 0.11 0.90 0.19
H 4.00 3.09 -2.25 0.08
H 4.67 1.70 -1.50 0.03
H 5.78 2.87 -2.19 0.08
H 3.94 3.31 0.24 0.06
H 5.07 4.47 -0.26 0.10
H 6.22 3.27 1.48 0.11
H 6.91 2.69 0.02 0.11
C 0.87 -2.33 4.54 -0.08
C 1.20 -0.81 4.62 -0.25
C 0.10 -0.01 5.27 -0.21
C -1.08 0.04 4.44 -0.21
N -2.05 0.09 3.80 0.18
H 0.12 -2.61 3.82 0.06
H 0.42 -2.67 5.49 0.09
H 1.74 -2.87 4.20 0.06
H 1.48 -0.40 3.66 0.08
H 2.04 -0.63 5.32 0.12
H 0.42 1.00 5.54 0.12
H -0.09 -0.42 6.27 0.13
C -6.57 -5.12 0.73 -0.09
C -5.38 -6.01 0.35 -0.25
C -4.13 -5.29 -0.17 -0.18
C -3.38 -4.56 0.88 -0.22
N -2.90 -4.04 1.77 0.15
H -7.44 -5.71 1.03 0.07
H -6.76 -4.56 -0.17 0.07
H -6.40 -4.45 1.54 0.05
H -5.77 -6.70 -0.39 0.11
H -5.09 -6.66 1.18 0.11
H -4.43 -4.54 -0.93 0.11
H -3.54 -6.02 -0.73 0.10
C -3.86 0.24 -0.06 -0.10
C -4.19 -1.03 0.77 -0.26
C -5.62 -0.95 1.24 -0.17
C -6.51 -0.50 0.16 -0.23
N -7.16 -0.22 -0.73 0.16
H -4.62 0.51 -0.78 0.06
H -2.97 -0.01 -0.63 0.04
H -3.76 1.08 0.63 0.07
H -3.48 -1.11 1.59 0.08
H -4.07 -1.92 0.12 0.08
H -5.64 -0.10 1.94 0.13
H -5.98 -1.87 1.65 0.10
C 4.97 -0.48 -3.53 -0.10
C 4.84 -1.29 -2.25 -0.27
C 6.21 -1.80 -1.84 -0.19
C 6.82 -2.77 -2.77 -0.22
N 7.23 -3.56 -3.47 0.15
H 4.06 0.10 -3.68 0.07
H 5.23 -1.07 -4.39 0.07
H 5.74 0.27 -3.39 0.07
H 4.11 -2.13 -2.36 0.11
H 4.40 -0.71 -1.47 0.06
H 6.16 -2.30 -0.89 0.07
H 6.82 -0.93 -1.75 0.10
```

Output
Relative energy (zero: lowest compared OMol25 entry of this formula, charge and spin), kJ/mol: 1.7
Highest occupied orbital energy, Eh: -0.3573
2S+1: 1
LUMO energy, eV: -0.749

Record 3
ORCA calculation (the ωB97M-V functional and the def2-TZVPD basis) on a structure of composition C60H80Ge2N2O4PPbSi in a non-equilibrium geometry.

XYZ file:
```
151
Properties=species:S:1:pos:R:3:lowdin_charge:R:1
Pb -0.44 -0.12 0.17 1.18
C -2.24 3.09 3.46 -0.12
C -1.51 1.96 4.17 -0.50
C -2.35 1.55 5.38 -0.11
P -1.04 0.62 2.93 1.06
C 0.32 -0.34 3.79 -0.51
C 0.44 -0.23 5.30 -0.11
C 0.30 -1.81 3.36 -0.14
C -2.56 -0.42 2.94 -0.30
C -3.02 -1.12 4.06 -0.10
C -4.32 -1.59 4.19 -0.31
C -4.80 -2.29 5.44 -0.08
C -5.21 -1.29 3.15 -0.07
C -4.79 -0.68 1.99 -0.02
C -3.42 -0.30 1.79 -0.34
N -2.95 0.15 0.61 -0.08
C -3.84 0.50 -0.43 -0.24
C -4.20 1.86 -0.60 -0.20
C -3.74 2.86 0.41 -0.04
C -5.00 2.26 -1.67 -0.04
C -5.46 1.34 -2.61 -0.30
C -6.27 1.81 -3.80 -0.07
C -5.14 0.01 -2.43 -0.04
C -4.36 -0.43 -1.36 -0.20
C -4.14 -1.91 -1.21 -0.03
H -2.34 3.95 4.13 0.08
H -3.24 2.77 3.17 0.06
H -1.70 3.42 2.57 0.04
H -0.54 2.33 4.50 0.06
H -3.28 1.06 5.07 0.07
H -2.62 2.46 5.93 0.07
H -1.82 0.89 6.07 0.05
H 1.21 0.11 3.35 0.05
H -0.37 -0.76 5.81 0.06
H 0.45 0.81 5.64 0.07
H 1.38 -0.69 5.61 0.07
H -0.67 -2.27 3.53 0.06
H 1.06 -2.36 3.92 0.08
H 0.54 -1.90 2.29 0.03
H -2.34 -1.28 4.89 0.09
H -3.95 -2.60 6.06 0.07
H -5.39 -3.17 5.20 0.06
H -5.43 -1.63 6.05 0.07
H -6.26 -1.56 3.26 0.10
H -5.49 -0.49 1.19 0.10
H -2.69 2.68 0.65 0.05
H -4.31 2.74 1.34 0.07
H -3.87 3.88 0.05 0.08
H -5.25 3.31 -1.77 0.11
H -7.04 2.52 -3.50 0.07
H -6.75 0.96 -4.30 0.07
H -5.62 2.31 -4.53 0.07
H -5.51 -0.73 -3.13 0.11
H -5.10 -2.44 -1.33 0.08
H -3.73 -2.16 -0.24 0.05
H -3.46 -2.29 -1.98 0.06
C -1.66 1.88 -3.25 -0.26
Ge -0.48 0.40 -2.70 0.92
C -1.39 -1.14 -3.61 -0.29
C -2.56 -0.97 -4.36 -0.13
C -3.24 -2.06 -4.89 -0.11
C -2.78 -3.35 -4.68 -0.11
C -1.62 -3.55 -3.94 -0.10
C -0.94 -2.46 -3.42 -0.14
C 1.25 0.36 -3.72 -0.23
C 2.02 -0.74 -3.44 -0.13
C 3.28 -0.96 -4.04 -0.07
C 3.78 -0.04 -4.92 -0.05
C 3.06 1.14 -5.20 -0.18
C 3.60 2.14 -6.05 -0.06
C 2.93 3.30 -6.30 -0.11
C 1.67 3.52 -5.70 -0.09
C 1.12 2.58 -4.87 -0.03
C 1.79 1.35 -4.60 -0.17
H -1.75 1.99 -4.33 0.02
H -1.31 2.82 -2.80 0.01
H -2.65 1.67 -2.83 -0.01
H -2.94 0.02 -4.54 0.08
H -4.15 -1.90 -5.47 0.09
H -3.32 -4.20 -5.09 0.09
H -1.25 -4.55 -3.76 0.09
H -0.04 -2.63 -2.84 0.06
H 1.69 -1.46 -2.70 0.07
H 3.84 -1.85 -3.79 0.09
H 4.75 -0.19 -5.39 0.10
H 4.58 1.97 -6.50 0.10
H 3.36 4.06 -6.93 0.09
H 1.13 4.44 -5.90 0.09
H 0.18 2.77 -4.38 0.07
O 1.26 3.55 3.85 -0.13
N 1.14 3.51 2.63 -0.23
O 0.53 2.49 2.19 -0.31
C 0.17 -4.79 2.12 -0.24
Ge -0.52 -4.26 0.35 0.73
C -2.16 -5.34 0.11 -0.23
C 0.78 -4.99 -0.94 -0.22
C -1.06 -2.42 0.12 -0.45
H 0.31 -5.88 2.14 0.01
H -0.52 -4.51 2.91 0.01
H 1.13 -4.31 2.32 0.01
H -1.98 -6.41 0.22 0.00
H -2.59 -5.15 -0.88 0.00
H -2.91 -5.04 0.86 0.01
H 0.58 -6.05 -1.12 0.01
H 1.79 -4.89 -0.53 0.00
H 0.74 -4.47 -1.90 -0.01
H -1.90 -2.32 0.81 -0.04
H -1.48 -2.40 -0.89 -0.07
C -0.35 4.50 -0.12 -0.17
O 0.11 3.23 -0.53 -0.19
H -0.52 5.10 -1.02 0.07
H 0.38 5.01 0.51 0.07
H -1.30 4.44 0.43 0.05
H 0.34 2.72 0.27 0.00
C 5.63 2.27 -0.53 -0.11
C 4.12 2.18 -0.28 -0.59
C 3.70 3.31 0.67 -0.09
C 3.42 2.38 -1.63 -0.09
Si 3.55 0.51 0.47 0.44
O 1.98 0.28 0.45 -0.47
C 4.48 -0.94 -0.37 -0.17
C 3.71 -2.04 -0.77 -0.10
C 4.29 -3.16 -1.37 -0.11
C 5.66 -3.23 -1.55 -0.12
C 6.45 -2.16 -1.15 -0.11
C 5.87 -1.04 -0.58 -0.11
C 4.25 0.59 2.24 -0.18
C 3.37 1.01 3.25 -0.10
C 3.76 1.12 4.58 -0.08
C 5.07 0.82 4.94 -0.11
C 5.98 0.43 3.96 -0.12
C 5.57 0.31 2.63 -0.10
H 5.90 3.27 -0.90 0.08
H 5.94 1.54 -1.29 0.06
H 6.20 2.08 0.39 0.07
H 3.86 4.29 0.19 0.08
H 4.27 3.29 1.60 0.08
H 2.64 3.23 0.93 0.04
H 3.75 3.31 -2.11 0.09
H 2.33 2.43 -1.50 0.07
H 3.65 1.56 -2.31 0.07
H 2.64 -2.01 -0.61 0.09
H 3.66 -3.98 -1.69 0.08
H 6.12 -4.11 -2.00 0.09
H 7.53 -2.20 -1.29 0.09
H 6.52 -0.21 -0.30 0.07
H 2.36 1.28 2.96 0.05
H 3.05 1.44 5.33 0.10
H 5.39 0.90 5.97 0.09
H 7.01 0.21 4.23 0.08
H 6.29 -0.02 1.89 0.08
```

Output
Relative energy (zero: lowest compared OMol25 entry of this formula, charge and spin), kJ/mol: 4.4
<S²>: 0.765
Highest occupied orbital energy (alpha / beta), Eh: -0.0527 / -0.0803
2S+1: 2
Charge: -2
LUMO energy (alpha / beta), eV: 4.117 / 3.420

Asked for energy across the records above, the calculation gives -3280.26895 -3888.85132 -7722.35033 hartree in order.